# 1
Molecular formula: C25H80F6O21
Method: DFT, ωB97M-V with the def2-TZVPD basis set

```
132
Properties=species:S:1:pos:R:3:lowdin_charge:R:1
C 31.941 54.817 23.502 -0.475
O 31.630 54.718 24.901 -0.094
O 33.334 55.058 23.410 -0.292
C 31.365 53.537 22.725 -0.631
F 30.056 53.669 22.601 0.110
F 31.838 53.515 21.471 0.100
F 31.691 52.371 23.250 0.139
C 30.216 54.792 25.294 -0.257
C 29.981 54.699 26.799 -0.095
H 30.515 55.554 27.215 0.073
H 28.927 54.719 27.076 0.059
H 30.487 53.925 27.375 0.060
H 29.687 53.957 24.834 0.085
H 29.727 55.704 24.953 0.111
H 31.443 55.651 23.009 0.119
C 31.671 60.809 25.720 -0.553
O 32.383 61.918 25.363 -0.106
O 32.540 60.151 26.599 -0.261
C 30.215 61.157 26.113 -0.609
F 29.420 61.289 24.991 0.065
F 29.717 60.195 26.825 0.162
F 30.091 62.293 26.788 0.134
C 31.928 62.790 24.283 -0.249
C 33.030 63.842 24.084 -0.096
H 32.805 64.521 23.262 0.055
H 33.160 64.501 24.943 0.062
H 33.979 63.318 23.966 0.072
H 30.978 63.274 24.510 0.097
H 31.836 62.246 23.344 0.106
H 31.645 60.190 24.823 0.129
C 34.783 51.161 26.921 -0.161
O 34.636 52.101 27.993 -0.113
H 35.490 50.354 27.115 0.060
H 33.833 50.692 26.666 0.067
H 35.130 51.722 26.053 0.086
H 34.208 51.629 28.711 0.059
C 40.373 54.257 24.773 -0.183
O 38.959 54.183 24.959 -0.095
H 40.898 54.269 25.728 0.067
H 40.873 53.475 24.201 0.069
H 40.663 55.233 24.384 0.068
H 38.621 53.985 24.082 0.071
C 29.872 54.696 16.003 -0.189
O 28.803 55.473 16.440 -0.117
H 29.358 53.912 15.447 0.077
H 30.524 55.224 15.307 0.069
H 30.468 54.271 16.810 0.080
H 29.093 56.160 17.045 0.074
C 27.591 50.685 31.845 -0.126
O 26.808 51.435 32.832 -0.143
H 27.565 49.606 31.998 0.072
H 27.094 50.848 30.889 0.070
H 28.596 51.088 31.724 0.074
H 26.884 51.055 33.711 0.058
C 27.566 50.540 18.704 -0.165
O 27.348 49.751 17.543 -0.123
H 28.097 51.464 18.478 0.075
H 26.644 50.802 19.222 0.075
H 28.130 50.043 19.494 0.070
H 28.154 49.661 17.030 0.064
C 24.631 52.007 27.146 -0.156
O 24.181 50.760 26.632 -0.128
H 25.719 51.979 27.213 0.077
H 24.369 52.779 26.422 0.070
H 24.200 52.271 28.111 0.076
H 23.261 50.694 26.900 0.066
C 32.769 46.477 22.489 -0.174
O 33.855 46.014 21.707 -0.120
H 33.128 47.002 23.375 0.074
H 32.231 47.257 21.950 0.080
H 32.067 45.712 22.819 0.073
H 34.305 45.364 22.251 0.067
C 23.442 57.307 26.909 -0.169
O 22.891 56.950 25.645 -0.124
H 23.038 56.666 27.694 0.073
H 24.524 57.205 26.988 0.079
H 23.182 58.330 27.182 0.074
H 23.162 57.679 25.083 0.071
C 36.808 51.412 20.476 -0.200
O 37.428 52.454 21.136 -0.116
H 35.902 51.148 21.022 0.082
H 36.571 51.741 19.464 0.073
H 37.390 50.491 20.441 0.073
H 36.765 53.135 21.273 0.088
C 33.121 55.002 32.368 -0.174
O 33.597 55.774 31.268 -0.106
H 33.125 55.502 33.336 0.070
H 32.199 54.439 32.220 0.063
H 33.862 54.203 32.358 0.070
H 33.185 56.639 31.205 0.072
C 32.097 48.767 16.819 -0.152
O 31.179 48.832 15.731 -0.138
H 31.928 47.832 17.354 0.073
H 33.105 48.693 16.411 0.071
H 32.032 49.666 17.432 0.084
H 31.509 48.328 14.983 0.065
C 27.139 56.460 32.328 -0.178
O 26.018 55.655 32.053 -0.116
H 27.269 56.753 33.370 0.065
H 28.052 55.905 32.113 0.077
H 27.148 57.400 31.777 0.081
H 26.192 54.764 32.366 0.066
C 30.781 60.559 32.305 -0.184
O 31.428 59.530 31.599 -0.118
H 30.431 60.117 33.238 0.068
H 31.483 61.349 32.571 0.069
H 29.933 60.991 31.774 0.077
H 31.382 59.684 30.653 0.086
C 35.134 56.954 18.351 -0.211
O 35.782 57.420 19.473 -0.101
H 35.474 57.412 17.421 0.069
H 35.368 55.907 18.157 0.068
H 34.059 57.102 18.454 0.080
H 35.235 57.163 20.219 0.090
C 25.313 54.171 22.548 -0.191
O 23.921 54.079 22.551 -0.107
H 25.735 55.117 22.885 0.076
H 25.891 53.441 23.115 0.072
H 25.643 54.061 21.515 0.078
H 23.624 54.449 23.385 0.066
C 29.086 58.814 20.769 -0.158
O 29.562 58.398 19.519 -0.148
H 28.621 58.020 21.353 0.082
H 30.025 59.133 21.222 0.087
H 28.382 59.622 20.568 0.071
H 30.159 59.067 19.176 0.069
C 28.911 49.404 25.515 -0.137
O 27.748 48.563 25.730 -0.140
H 29.867 48.884 25.570 0.073
H 28.824 49.870 24.534 0.072
H 28.942 50.249 26.202 0.071
H 26.986 49.106 25.947 0.056
```

**Net charge**: -2
**Multiplicity**: 1


# 2
Molecular formula: C25H80N10O15
Method: DFT, ωB97M-V with the def2-TZVPD basis set

```
130
Properties=species:S:1:pos:R:3:lowdin_charge:R:1
C -3.105 -1.030 3.650 -0.155
O -3.542 0.277 3.960 -0.140
H -3.846 -1.754 4.016 0.094
H -2.177 -1.360 4.130 0.078
H -3.019 -1.250 2.595 0.037
H -4.456 0.237 3.611 0.102
C -2.039 1.216 -3.611 -0.091
O -1.247 1.262 -2.400 -0.191
H -1.386 1.286 -4.510 0.081
H -2.709 2.095 -3.513 0.103
H -2.486 0.244 -3.702 0.054
H -1.804 1.666 -1.724 0.029
C 0.819 -4.955 -2.230 -0.122
O -0.449 -4.533 -2.626 -0.108
H 0.985 -5.952 -1.895 0.096
H 1.137 -4.246 -1.478 0.047
H 1.599 -4.798 -2.942 0.078
H -0.396 -3.721 -3.074 -0.022
C 3.247 0.048 0.273 -0.193
O 3.975 -0.700 1.184 -0.122
H 2.498 0.747 0.689 0.071
H 2.856 -0.412 -0.620 0.048
H 4.048 0.750 -0.062 0.089
H 4.679 -1.217 0.745 0.113
C 3.382 -2.773 -2.057 -0.140
O 3.683 -3.661 -1.031 -0.099
H 2.334 -2.619 -2.092 0.051
H 3.723 -3.222 -2.946 0.083
H 3.960 -1.877 -2.057 0.075
H 4.598 -3.861 -0.968 0.095
C -1.861 -4.017 0.679 -0.669
O -1.895 -3.499 1.925 -0.098
N -1.156 -3.555 -0.302 0.149
N -2.517 -5.091 0.394 0.160
H -0.694 -2.619 -0.156 0.082
H -0.851 -4.110 -1.136 0.075
H -3.320 -5.158 1.105 0.160
H -2.776 -5.347 -0.607 0.154
C 1.410 -3.788 1.639 -0.614
O 1.051 -5.057 1.282 -0.067
N 1.042 -3.128 2.687 0.122
N 2.189 -2.955 1.043 0.139
H 0.432 -3.523 3.396 0.135
H 1.133 -2.101 2.876 0.099
H 2.636 -3.347 0.211 0.070
H 2.735 -2.214 1.487 0.110
C 0.469 -1.551 -3.854 -0.597
O 1.506 -1.867 -4.657 -0.083
N -0.677 -2.232 -3.797 0.143
N 0.507 -0.617 -2.956 0.138
H -1.033 -2.801 -4.586 0.155
H -1.468 -1.930 -3.145 0.109
H 1.401 -0.088 -3.145 0.083
H -0.274 0.006 -2.729 0.063
C -0.093 -0.526 0.514 -0.553
O -0.560 0.784 0.348 -0.120
N 0.458 -1.312 -0.382 0.129
N -0.306 -1.153 1.608 0.193
H 0.564 -0.985 -1.362 0.058
H 1.203 -2.000 -0.041 0.092
H -0.884 -0.697 2.270 0.074
H 0.010 -2.139 1.833 0.072
C -3.463 2.311 1.047 -0.614
O -3.230 2.495 -0.318 -0.135
N -4.545 2.620 1.700 0.196
N -2.560 1.815 1.834 0.172
H -5.264 3.141 1.244 0.121
H -4.424 2.751 2.616 0.060
H -1.662 1.619 1.349 0.067
H -2.759 1.398 2.763 0.086
C -1.750 4.897 0.797 -0.038
C -0.715 5.154 -0.262 -0.568
C -0.645 4.181 -1.441 -0.046
O -0.701 6.329 -0.797 0.041
H -1.635 5.675 1.510 0.075
H -1.568 4.006 1.368 0.049
H -2.767 4.743 0.561 0.055
H 0.289 4.933 0.217 0.123
H 0.053 4.578 -2.119 0.055
H -1.579 3.966 -1.936 0.067
H -0.271 3.154 -1.078 0.077
H -1.520 6.554 -1.101 0.067
C 4.018 2.844 1.711 -0.026
C 2.887 3.646 2.234 -0.662
C 1.495 3.194 1.708 -0.021
O 2.850 3.729 3.480 0.027
H 5.011 3.192 1.998 0.095
H 3.972 2.891 0.605 0.082
H 3.855 1.865 2.068 0.041
H 2.982 4.608 1.868 0.114
H 0.701 3.801 2.231 0.087
H 1.346 2.097 2.040 0.070
H 1.119 3.281 0.637 0.072
H 2.207 4.455 3.677 0.149
C 2.225 0.109 3.833 -0.042
C 1.000 -0.058 4.652 -0.622
C 0.041 1.025 4.190 -0.025
O 0.423 -1.162 4.552 -0.001
H 2.894 -0.700 4.038 0.084
H 2.760 1.052 4.030 0.098
H 2.017 0.128 2.777 0.048
H 1.260 0.081 5.689 0.149
H 0.482 2.027 4.371 0.100
H -0.894 0.995 4.715 0.076
H -0.188 0.942 3.175 0.025
H 0.700 -1.794 5.239 0.152
C 1.931 2.168 -4.566 0.008
C 2.841 1.732 -3.365 -0.569
C 2.333 2.255 -2.085 -0.018
O 2.882 0.474 -3.224 -0.045
H 1.921 3.173 -4.747 0.052
H 0.898 1.781 -4.526 0.082
H 2.209 1.798 -5.460 0.037
H 3.870 1.908 -3.650 0.146
H 3.253 2.540 -1.565 0.080
H 1.716 1.550 -1.518 0.084
H 1.727 3.162 -2.344 0.087
H 3.474 0.109 -3.899 0.147
C -3.559 -1.063 -0.044 0.003
C -3.716 -1.980 -1.284 -0.613
C -4.842 -1.458 -2.172 -0.025
O -2.738 -2.219 -2.005 -0.054
H -2.759 -1.316 0.588 0.023
H -4.416 -0.939 0.551 0.076
H -3.294 -0.100 -0.447 0.065
H -4.004 -3.010 -0.961 0.137
H -4.901 -1.898 -3.142 0.071
H -4.745 -0.380 -2.320 0.080
H -5.780 -1.623 -1.671 0.075
H -1.988 -2.516 -1.390 0.087
```

**Multiplicity**: 1


# 3
Molecular formula: C25H87N15O16
Method: DFT, ωB97M-V with the def2-TZVPD basis set

```
143
Properties=species:S:1:pos:R:3:lowdin_charge:R:1
C -0.924 -2.017 -5.129 -0.651
O -0.387 -1.672 -4.065 -0.001
N -0.890 -1.256 -6.237 0.161
N -1.524 -3.229 -5.233 0.176
H -0.456 -0.360 -6.102 0.112
H -1.482 -1.531 -6.996 0.097
H -1.832 -3.559 -6.127 0.096
H -1.620 -3.765 -4.387 0.059
C -6.109 -2.691 -0.066 -0.631
O -5.050 -2.938 0.517 -0.007
N -7.130 -3.592 -0.111 0.149
N -6.319 -1.630 -0.895 0.158
H -7.980 -3.386 -0.593 0.091
H -6.998 -4.504 0.287 0.103
H -7.244 -1.285 -1.077 0.095
H -5.587 -0.920 -1.045 0.059
C -3.232 3.066 -0.108 -0.637
O -3.490 2.466 -1.161 -0.016
N -2.326 4.082 -0.043 0.193
N -3.732 2.726 1.105 0.178
H -1.787 4.421 -0.819 0.097
H -2.093 4.277 0.919 0.049
H -3.381 3.100 1.974 0.081
H -4.340 1.929 1.170 0.093
C -0.614 4.094 2.947 -0.673
O -1.749 4.595 2.910 -0.024
N -0.363 2.937 3.641 0.165
N 0.457 4.567 2.278 0.170
H -1.135 2.463 4.057 0.096
H 0.602 2.672 3.678 0.093
H 0.360 5.381 1.682 0.074
H 1.338 4.088 2.313 0.087
C -2.700 -5.503 -2.114 -0.673
O -1.936 -5.267 -3.063 -0.015
N -2.212 -5.694 -0.867 0.177
N -4.040 -5.544 -2.229 0.173
H -1.220 -5.572 -0.812 0.057
H -2.829 -5.626 -0.069 0.058
H -4.455 -5.475 -3.141 0.106
H -4.699 -5.716 -1.494 0.097
C 3.883 0.241 1.000 -0.066
C 4.729 1.438 1.372 -0.423
C 6.044 1.523 0.615 -0.223
O 6.602 2.794 0.830 -0.183
C 7.848 3.002 0.205 -0.114
N 3.850 2.617 1.123 0.044
H 4.421 -0.673 1.264 0.082
H 3.719 0.175 -0.079 0.061
H 2.908 0.325 1.474 0.070
H 4.938 1.544 2.443 0.134
H 5.847 1.355 -0.452 0.131
H 6.613 0.655 0.975 0.131
H 7.953 4.083 0.090 0.085
H 8.051 2.529 -0.757 0.087
H 8.667 2.737 0.883 0.085
H 4.342 3.492 0.987 0.058
H 3.394 2.359 0.253 0.026
C 2.419 8.168 0.051 -0.062
C 1.552 7.207 -0.764 -0.391
C 2.143 6.924 -2.151 -0.214
O 2.246 8.107 -2.945 -0.182
C 2.813 7.835 -4.197 -0.136
N 1.509 5.976 0.063 0.031
H 2.097 9.178 -0.229 0.077
H 3.478 8.055 -0.175 0.082
H 2.216 8.197 1.121 0.075
H 0.569 7.598 -1.032 0.142
H 1.478 6.245 -2.698 0.117
H 3.166 6.533 -2.086 0.117
H 2.775 8.762 -4.767 0.087
H 2.273 7.051 -4.739 0.085
H 3.866 7.528 -4.226 0.085
H 1.209 5.193 -0.525 0.054
H 2.478 5.738 0.264 0.077
C 1.985 -3.809 1.558 -0.061
C 2.246 -4.744 0.400 -0.431
C 2.947 -5.986 0.958 -0.182
O 3.300 -7.065 0.068 -0.192
C 3.701 -6.641 -1.226 -0.108
N 0.951 -5.024 -0.242 0.037
H 1.251 -4.101 2.309 0.077
H 1.561 -2.886 1.145 0.074
H 2.894 -3.459 2.053 0.083
H 2.831 -4.247 -0.375 0.127
H 2.513 -6.402 1.868 0.128
H 3.933 -5.676 1.335 0.123
H 2.941 -6.038 -1.732 0.075
H 3.699 -7.574 -1.790 0.094
H 4.673 -6.146 -1.177 0.095
H 1.170 -5.805 -0.867 0.078
H 0.376 -5.519 0.445 0.088
C 0.380 1.851 0.361 -0.072
C -0.088 0.665 -0.474 -0.356
C -1.027 -0.307 0.238 -0.197
O -1.317 -1.281 -0.736 -0.215
C -1.942 -2.448 -0.214 -0.089
N -0.757 1.164 -1.701 0.077
H 1.054 2.437 -0.264 0.059
H 0.796 1.649 1.352 0.059
H -0.397 2.546 0.697 0.048
H 0.849 0.179 -0.746 0.134
H -1.946 0.160 0.637 0.121
H -0.663 -0.671 1.212 0.119
H -2.687 -2.187 0.545 0.066
H -1.223 -3.197 0.118 0.074
H -2.620 -2.876 -0.958 0.088
H -1.718 1.445 -1.517 0.053
H -0.768 0.379 -2.345 0.080
C -1.121 -2.319 4.382 -0.046
C -2.557 -2.711 4.710 -0.417
C -3.592 -1.761 4.085 -0.214
O -3.355 -0.474 4.593 -0.188
C -4.448 0.415 4.357 -0.079
N -2.830 -4.054 4.207 0.025
H -1.051 -2.205 3.297 0.070
H -0.384 -3.007 4.794 0.077
H -0.917 -1.315 4.758 0.076
H -2.715 -2.673 5.794 0.138
H -4.582 -2.149 4.350 0.126
H -3.523 -1.782 2.991 0.123
H -5.409 -0.081 4.215 0.087
H -4.183 0.818 3.367 0.069
H -4.478 1.267 5.030 0.089
H -3.628 -4.372 4.754 0.098
H -2.101 -4.732 4.401 0.094
O 0.039 3.719 -2.406 -0.096
H -0.195 2.906 -1.886 -0.015
H 0.775 3.439 -2.951 0.012
O 1.052 -2.553 -1.786 -0.081
H 0.493 -2.230 -2.523 0.018
H 0.580 -3.316 -1.419 0.009
O -3.534 -4.918 1.628 -0.127
H -3.931 -4.179 1.117 -0.018
H -3.317 -4.502 2.496 -0.011
O 3.212 3.738 -1.729 -0.052
H 2.788 3.767 -2.592 0.030
H 4.141 3.566 -1.921 0.051
O -4.074 -0.167 -1.582 -0.066
H -4.104 0.735 -1.187 0.019
H -3.181 -0.478 -1.377 0.021
O 3.533 -1.424 -1.873 -0.089
H 2.658 -1.784 -1.605 -0.010
H 4.050 -2.198 -2.110 0.024
```

**Multiplicity**: 1


Results for calculated total energy: -86513.05197, -72826.99958, -82451.68478 (in eV, following the order of the records).
Results for max |F|: 4.8, 10.9, 2.3 (in eV/Å, following the order of the records).
Results for gap between HOMO and LUMO: 4.2, 8.9, 9.3 (in eV, following the order of the records).